#a
Density functional theory data (ωB97M-V/def2-TZVPD) for one molecule with the formula C20H22N2O4.

Calculated values
Lowest unoccupied orbital energy (eV): 0.6557
SMILES: COCCCNC(=O)c1ccc2nc(Cc3ccc(OC)cc3)oc2c1
Net charge: 0
HOMO level (Ha): -0.3115
Orbital gap (eV): 9.1
Multiplicity: 1

Each line ends with the Löwdin charge.
CARTESIAN COORDINATES (ANGSTROEM)
C1 -4.35478 -0.18648 -2.34432  -0.1086
O1 -4.39526 0.99644 -1.59008  -0.2152
C2 -5.69258 1.30056 -1.11690  -0.2321
C3 -5.60085 2.46062 -0.12865  -0.1441
C4 -5.13386 1.99207 1.25381  -0.1776
N1 -3.88158 1.27959 1.19079  0.0703
C5 -3.83086 -0.07326 1.21328  -0.4667
O2 -4.78490 -0.76647 1.51511  0.0615
C6 -2.49186 -0.65968 0.90295  -0.1265
C7 -2.13589 -1.83931 1.57072  -0.0134
C8 -0.94122 -2.48584 1.33842  0.0102
C9 -0.09379 -1.92836 0.39053  -0.2052
N2 1.13340 -2.32215 -0.09138  0.2013
C10 1.44615 -1.44580 -0.98281  -0.3205
C11 2.70917 -1.40048 -1.76168  -0.0514
C12 3.73433 -0.60010 -0.99048  -0.2299
C13 4.19396 -1.06795 0.23704  -0.0275
C14 5.12320 -0.35112 0.95676  0.0066
C15 5.61905 0.85954 0.46643  -0.2775
O3 6.53948 1.48524 1.25126  -0.0846
C16 7.08691 2.70226 0.80715  -0.0921
C17 5.15491 1.33470 -0.75377  -0.0189
C18 4.21638 0.60561 -1.46774  -0.0329
O4 0.53148 -0.45838 -1.16847  0.1383
C19 -0.46631 -0.75169 -0.29235  -0.1773
C20 -1.65646 -0.09574 -0.05488  0.0536
H1 -4.65398 -1.05030 -1.73840  0.0962
H2 -5.01366 -0.12168 -3.21927  0.0892
H3 -3.32592 -0.31621 -2.67457  0.0853
H4 -6.12764 0.41988 -0.62380  0.1256
H5 -6.33750 1.57214 -1.96786  0.1237
H6 -4.89975 3.19468 -0.53038  0.1149
H7 -6.57913 2.93120 -0.02997  0.1129
H8 -5.86285 1.29706 1.67783  0.1216
H9 -5.02660 2.85219 1.92228  0.1180
H10 -3.09204 1.78475 0.82254  0.1325
H11 -2.84180 -2.23747 2.28385  0.1175
H12 -0.67012 -3.39046 1.85695  0.1141
H13 3.06369 -2.42282 -1.89982  0.1324
H14 2.51838 -0.93780 -2.73028  0.1250
H15 3.80748 -1.99924 0.62294  0.1151
H16 5.48804 -0.70545 1.90765  0.1187
H17 7.79456 3.00549 1.57717  0.0926
H18 6.31819 3.47456 0.69949  0.0951
H19 7.61726 2.58202 -0.14322  0.0952
H20 5.51134 2.26750 -1.16160  0.1015
H21 3.86498 0.99047 -2.41446  0.1138
H22 -1.93498 0.77658 -0.62474  0.1193

#b
Density functional theory data (ωB97M-V/def2-TZVPD) for one molecule with the formula C20H22N2O4.

Calculated values
Lowest unoccupied orbital energy (eV): 0.6008
SMILES: CCOc1ccc(NC(=O)c2ccc(NC(=O)[C@H]3CCCO3)cc2)cc1
Net charge: 0
HOMO level (Ha): -0.2874
Orbital gap (eV): 8.4
Multiplicity: 1

Each line ends with the Löwdin charge.
CARTESIAN COORDINATES (ANGSTROEM)
C1 5.60712 -7.57220 -2.73287  -0.0668
C2 4.39443 -6.66498 -2.59482  -0.2685
O1 4.79639 -5.51836 -1.87263  -0.0563
C3 3.87913 -4.54519 -1.61981  -0.2750
C4 2.54600 -4.57364 -2.01306  -0.0103
C5 1.69687 -3.52611 -1.70067  -0.0026
C6 2.16321 -2.42823 -0.98935  -0.2255
N1 1.35198 -1.34447 -0.63555  0.1287
C7 0.04539 -1.10966 -0.95298  -0.4225
O2 -0.63559 -1.83358 -1.65124  0.0764
C8 -0.49051 0.15566 -0.37088  -0.1436
C9 -1.46393 0.84530 -1.08945  0.0011
C10 -2.01447 2.01499 -0.60794  0.0124
C11 -1.60866 2.50932 0.62988  -0.2071
N2 -2.12616 3.67820 1.18063  0.1490
C12 -3.04120 4.53988 0.67820  -0.4113
O3 -3.60668 4.45074 -0.38883  0.0833
C13 -3.30724 5.72283 1.63231  -0.2352
C14 -4.81257 5.94121 1.80007  -0.1140
C15 -5.10666 5.05947 3.01109  -0.1437
C16 -3.84340 5.25679 3.84685  -0.1795
O4 -2.77786 5.48196 2.92930  -0.1204
C17 -0.65452 1.80845 1.36798  -0.0159
C18 -0.09859 0.64723 0.87212  -0.0346
C19 3.50130 -2.39955 -0.59483  -0.0245
C20 4.34626 -3.44073 -0.90441  -0.0053
H1 5.97342 -7.85347 -1.74937  0.0767
H2 6.40090 -7.05173 -3.26159  0.0768
H3 5.33784 -8.46854 -3.28423  0.0749
H4 3.58986 -7.18679 -2.05772  0.1252
H5 4.02300 -6.37500 -3.58774  0.1253
H6 2.14814 -5.40887 -2.56703  0.1043
H7 0.66680 -3.55811 -2.01276  0.1008
H8 1.82796 -0.62390 -0.11120  0.1288
H9 -1.78001 0.44444 -2.04030  0.1218
H10 -2.75813 2.54868 -1.17560  0.1031
H11 -1.78137 3.93802 2.10106  0.1423
H12 -2.80195 6.59821 1.20629  0.1634
H13 -5.35007 5.64407 0.90269  0.1169
H14 -5.02614 6.98662 2.02287  0.1212
H15 -6.00460 5.35402 3.54794  0.1137
H16 -5.20041 4.01722 2.70277  0.1192
H17 -3.59291 4.38975 4.46356  0.1216
H18 -3.93505 6.13659 4.49634  0.1223
H19 -0.35389 2.18006 2.33780  0.1129
H20 0.61566 0.10912 1.47982  0.1126
H21 3.87960 -1.55148 -0.04048  0.1104
H22 5.38132 -3.42425 -0.60220  0.1174

Most stable structure: #b